Entry 1:
Formula: C20H60N4O8
Source: the OMol25 dataset
Level of theory: ωB97M-V/def2-TZVPD

Computed properties:
- ΔE to the lowest compared entry with this formula, charge and spin: 246.0 kJ/mol
- 2S+1: 1

Last column: Löwdin charge in e.
Cartesian coordinates (Å):
C (10.13, 10.12, 17.31)  -0.04
C (10.66, 9.92, 18.78)  -0.37
C (12.18, 10.36, 19.01)  -0.18
O (12.32, 11.73, 18.55)  -0.21
C (13.65, 12.25, 18.78)  -0.09
N (9.92, 10.70, 19.77)  0.02
H (9.05, 9.82, 17.21)  0.09
H (10.67, 9.44, 16.63)  0.06
H (10.25, 11.11, 16.87)  0.03
H (10.62, 8.85, 19.02)  0.13
H (12.83, 9.64, 18.50)  0.11
H (12.41, 10.38, 20.10)  0.12
H (14.46, 12.03, 18.04)  0.09
H (14.06, 11.87, 19.73)  0.08
H (13.52, 13.29, 18.80)  0.06
H (8.94, 10.41, 19.92)  0.08
H (9.87, 11.65, 19.47)  0.05
C (8.78, 11.63, 11.97)  -0.07
C (9.50, 12.94, 11.84)  -0.44
C (9.71, 13.46, 10.40)  -0.17
O (10.43, 12.40, 9.69)  -0.24
C (10.77, 12.77, 8.34)  -0.10
N (8.75, 14.00, 12.56)  0.04
H (7.77, 11.65, 11.59)  0.08
H (8.74, 11.36, 13.05)  0.08
H (9.25, 10.79, 11.44)  0.05
H (10.51, 12.75, 12.28)  0.13
H (10.33, 14.41, 10.55)  0.14
H (8.73, 13.66, 9.91)  0.13
H (11.41, 11.93, 8.08)  0.07
H (11.41, 13.70, 8.35)  0.10
H (9.91, 12.83, 7.67)  0.08
H (8.57, 13.74, 13.54)  0.03
H (9.36, 14.82, 12.64)  0.07
C (12.39, 6.66, 11.33)  -0.04
C (12.43, 8.03, 10.65)  -0.38
C (12.29, 7.83, 9.14)  -0.25
O (13.15, 6.90, 8.57)  -0.18
C (12.99, 6.89, 7.17)  -0.10
N (11.33, 8.89, 11.16)  0.04
H (13.10, 5.98, 10.87)  0.08
H (11.40, 6.26, 11.19)  0.06
H (12.52, 6.64, 12.42)  0.07
H (13.38, 8.55, 10.75)  0.14
H (12.42, 8.87, 8.68)  0.14
H (11.24, 7.48, 9.03)  0.12
H (13.37, 7.85, 6.77)  0.09
H (11.93, 6.88, 6.94)  0.08
H (13.53, 6.06, 6.74)  0.09
H (11.19, 9.72, 10.60)  0.08
H (10.43, 8.32, 11.19)  0.08
C (7.74, 8.98, 9.21)  -0.02
C (7.60, 8.16, 10.56)  -0.37
C (6.27, 7.54, 10.83)  -0.24
O (6.39, 6.78, 12.00)  -0.20
C (5.14, 6.31, 12.45)  -0.12
N (8.71, 7.17, 10.64)  0.04
H (8.62, 9.53, 9.32)  0.03
H (6.91, 9.68, 9.13)  0.08
H (7.74, 8.39, 8.34)  0.06
H (7.82, 8.87, 11.38)  0.13
H (5.82, 6.90, 10.07)  0.13
H (5.58, 8.34, 10.91)  0.11
H (4.44, 7.14, 12.59)  0.09
H (5.30, 5.69, 13.34)  0.09
H (4.80, 5.55, 11.71)  0.10
H (8.63, 6.47, 9.90)  0.09
H (8.69, 6.67, 11.50)  0.07
C (9.27, 13.37, 16.11)  -0.14
O (8.76, 12.38, 15.21)  -0.14
H (10.35, 13.26, 16.21)  0.08
H (9.16, 14.38, 15.71)  0.08
H (8.79, 13.31, 17.06)  0.07
H (8.86, 11.62, 15.79)  0.03
C (10.70, 6.24, 15.35)  -0.16
O (9.76, 7.27, 15.19)  -0.16
H (10.93, 5.74, 14.37)  0.08
H (11.64, 6.61, 15.84)  0.09
H (10.30, 5.53, 16.08)  0.08
H (10.11, 7.88, 14.54)  0.03
C (6.08, 7.83, 15.16)  -0.11
O (6.87, 6.55, 15.14)  -0.16
H (5.08, 7.52, 15.10)  0.05
H (6.25, 8.30, 16.13)  0.06
H (6.34, 8.57, 14.38)  0.08
H (7.81, 6.83, 15.26)  0.04
C (12.23, 10.09, 14.12)  -0.16
O (11.28, 9.07, 13.83)  -0.20
H (12.56, 10.15, 15.17)  0.07
H (13.16, 9.84, 13.61)  0.07
H (11.92, 11.09, 13.84)  0.06
H (11.24, 9.05, 12.80)  0.04

Entry 2:
Formula: C20H60O10
Source: the OMol25 dataset
Level of theory: ωB97M-V/def2-TZVPD

Computed properties:
- ΔE to the lowest compared entry with this formula, charge and spin: 208.9 kJ/mol
- 2S+1: 1

Last column: Löwdin charge in e.
Cartesian coordinates (Å):
C (3.06, 2.69, -0.15)  -0.06
C (2.87, 2.27, -1.62)  -0.32
O (4.01, 1.51, -1.96)  -0.08
H (3.77, 3.51, -0.07)  0.08
H (3.55, 1.87, 0.38)  0.05
H (2.11, 2.86, 0.35)  0.07
H (2.81, 3.16, -2.24)  0.11
H (1.95, 1.70, -1.71)  0.09
H (4.12, 1.66, -2.90)  0.07
C (-0.37, -1.76, 5.99)  -0.08
C (-0.83, -1.31, 4.63)  -0.30
O (0.27, -0.68, 3.95)  -0.08
H (-1.23, -2.22, 6.49)  0.08
H (0.04, -0.96, 6.62)  0.08
H (0.44, -2.47, 5.92)  0.08
H (-1.57, -0.53, 4.77)  0.08
H (-1.31, -2.08, 4.02)  0.11
H (1.00, -1.28, 4.14)  0.08
C (-0.08, -3.54, -4.24)  -0.09
C (-0.83, -4.74, -4.87)  -0.29
O (-2.10, -4.35, -5.45)  -0.08
H (0.24, -2.81, -4.98)  0.06
H (0.85, -3.84, -3.74)  0.06
H (-0.66, -3.07, -3.45)  0.06
H (-1.01, -5.50, -4.11)  0.10
H (-0.18, -5.31, -5.53)  0.10
H (-2.02, -4.21, -6.40)  0.07
C (5.25, 0.60, 4.09)  -0.08
C (5.13, 0.29, 2.60)  -0.31
O (4.00, -0.58, 2.44)  -0.10
H (5.05, -0.30, 4.68)  0.07
H (4.44, 1.28, 4.38)  0.07
H (6.14, 1.20, 4.28)  0.07
H (5.99, -0.24, 2.19)  0.11
H (5.04, 1.19, 1.99)  0.09
H (3.94, -0.78, 1.50)  0.07
C (-2.48, 2.48, 4.02)  -0.06
C (-2.85, 1.95, 5.41)  -0.36
O (-4.05, 2.54, 5.74)  -0.07
H (-2.33, 3.54, 4.21)  0.08
H (-3.28, 2.40, 3.28)  0.07
H (-1.61, 1.98, 3.59)  0.07
H (-2.06, 2.18, 6.13)  0.11
H (-3.05, 0.88, 5.44)  0.09
H (-4.23, 2.43, 6.67)  0.09
C (-0.57, 2.34, -4.42)  -0.09
C (-1.38, 1.15, -4.10)  -0.34
O (-2.16, 0.70, -5.21)  -0.06
H (0.25, 2.33, -3.70)  0.06
H (-1.09, 3.29, -4.34)  0.08
H (-0.07, 2.32, -5.38)  0.08
H (-1.92, 1.25, -3.16)  0.10
H (-0.67, 0.35, -3.89)  0.09
H (-2.46, -0.18, -4.97)  0.08
C (2.93, -1.20, -3.88)  -0.09
C (3.83, -2.09, -4.72)  -0.32
O (3.65, -3.39, -4.21)  -0.08
H (1.86, -1.33, -4.01)  0.05
H (3.13, -0.16, -4.13)  0.06
H (3.16, -1.31, -2.82)  0.08
H (4.86, -1.75, -4.67)  0.11
H (3.54, -2.09, -5.77)  0.11
H (4.12, -4.01, -4.77)  0.08
C (-0.12, -0.89, -1.05)  -0.06
C (0.41, -0.82, 0.39)  -0.26
O (-0.46, 0.03, 1.14)  -0.11
H (0.59, -1.38, -1.73)  0.06
H (-0.19, 0.14, -1.40)  0.05
H (-1.10, -1.35, -1.12)  0.08
H (1.40, -0.37, 0.44)  0.10
H (0.52, -1.81, 0.82)  0.11
H (-0.43, -0.19, 2.07)  0.05
C (-4.97, -0.17, 1.49)  -0.06
C (-3.66, -0.96, 1.79)  -0.32
O (-4.06, -2.11, 2.49)  -0.09
H (-4.84, 0.70, 0.85)  0.06
H (-5.37, 0.04, 2.49)  0.08
H (-5.67, -0.82, 0.98)  0.07
H (-2.96, -0.40, 2.41)  0.08
H (-3.16, -1.27, 0.87)  0.10
H (-3.48, -2.87, 2.36)  0.08
C (-2.86, 3.38, -0.99)  -0.08
C (-2.37, 2.30, -0.09)  -0.37
O (-1.07, 2.57, 0.35)  -0.07
H (-3.94, 3.34, -1.12)  0.08
H (-2.36, 3.39, -1.96)  0.06
H (-2.64, 4.38, -0.61)  0.08
H (-2.35, 1.32, -0.56)  0.10
H (-3.11, 2.22, 0.71)  0.09
H (-0.71, 1.75, 0.69)  0.02

Entry 3:
Formula: C20H60O10
Source: the OMol25 dataset
Level of theory: ωB97M-V/def2-TZVPD

Computed properties:
- ΔE to the lowest compared entry with this formula, charge and spin: 312.1 kJ/mol
- 2S+1: 1

Last column: Löwdin charge in e.
Cartesian coordinates (Å):
C (2.70, -0.28, -5.30)  -0.08
C (4.15, -0.85, -5.74)  -0.26
O (4.68, 0.23, -6.51)  -0.08
H (2.47, 0.70, -5.73)  0.07
H (2.43, -0.16, -4.26)  0.05
H (2.04, -1.02, -5.76)  0.04
H (3.84, -1.67, -6.38)  0.09
H (4.70, -1.21, -4.87)  0.11
H (5.58, 0.31, -6.19)  0.08
C (-1.26, 4.17, -1.52)  -0.10
C (-2.27, 3.14, -1.99)  -0.29
O (-3.04, 2.76, -0.81)  -0.10
H (-0.81, 4.72, -2.35)  0.07
H (-0.44, 3.72, -0.96)  0.06
H (-1.76, 4.79, -0.78)  0.07
H (-1.73, 2.36, -2.51)  0.09
H (-2.99, 3.63, -2.64)  0.10
H (-2.83, 1.85, -0.60)  0.01
C (0.27, -4.21, 0.35)  -0.06
C (-0.42, -3.49, 1.52)  -0.29
O (0.32, -2.33, 1.78)  -0.11
H (-0.33, -5.08, 0.07)  0.07
H (1.26, -4.54, 0.66)  0.08
H (0.39, -3.59, -0.54)  0.04
H (-0.52, -4.16, 2.38)  0.12
H (-1.38, -3.02, 1.32)  0.09
H (0.46, -1.88, 0.95)  0.04
C (-4.46, 0.43, 1.80)  -0.06
C (-2.98, 0.18, 1.34)  -0.27
O (-2.94, 0.18, -0.09)  -0.11
H (-4.35, 0.41, 2.88)  0.07
H (-5.05, -0.45, 1.54)  0.07
H (-4.84, 1.41, 1.50)  0.08
H (-2.63, -0.75, 1.79)  0.11
H (-2.37, 0.96, 1.81)  0.09
H (-2.15, -0.33, -0.27)  0.02
C (-1.09, 4.61, 3.12)  -0.07
C (-0.43, 3.22, 2.96)  -0.32
O (0.99, 3.27, 2.92)  -0.10
H (-2.17, 4.53, 3.09)  0.07
H (-0.68, 5.20, 2.30)  0.07
H (-0.87, 5.00, 4.12)  0.07
H (-0.73, 2.82, 1.99)  0.10
H (-0.86, 2.66, 3.79)  0.10
H (1.31, 3.55, 3.78)  0.09
C (4.41, 1.99, 3.74)  -0.08
C (4.61, 3.05, 2.64)  -0.26
O (3.65, 2.91, 1.53)  -0.12
H (3.83, 1.20, 3.29)  0.06
H (3.74, 2.41, 4.49)  0.06
H (5.34, 1.59, 4.16)  0.07
H (5.55, 2.93, 2.10)  0.11
H (4.45, 4.05, 3.05)  0.10
H (2.76, 3.17, 1.76)  0.03
C (0.92, -2.92, -3.25)  -0.05
C (-0.32, -2.31, -3.94)  -0.26
O (-1.31, -2.09, -2.95)  -0.10
H (0.79, -3.94, -2.90)  0.07
H (0.98, -2.37, -2.31)  0.05
H (1.77, -2.96, -3.93)  0.07
H (-0.82, -3.01, -4.61)  0.12
H (-0.05, -1.46, -4.57)  0.10
H (-2.13, -2.24, -3.41)  0.08
C (-3.90, -2.73, -1.01)  -0.08
C (-3.80, -3.95, -1.90)  -0.29
O (-4.69, -3.89, -3.05)  -0.08
H (-4.87, -2.73, -0.51)  0.09
H (-3.63, -1.82, -1.53)  0.07
H (-3.18, -2.96, -0.22)  0.06
H (-4.01, -4.81, -1.26)  0.12
H (-2.85, -4.02, -2.42)  0.09
H (-4.21, -3.44, -3.75)  0.06
C (1.10, 0.60, 0.29)  -0.05
C (0.33, 0.19, -1.01)  -0.19
O (-0.56, -0.95, -0.67)  -0.14
H (1.39, 1.64, 0.20)  0.07
H (1.94, -0.06, 0.52)  0.08
H (0.51, 0.57, 1.20)  0.05
H (1.13, -0.13, -1.67)  0.10
H (-0.36, 0.89, -1.48)  0.10
H (-0.88, -1.33, -1.49)  0.02
C (1.08, 0.43, 4.22)  -0.10
C (1.75, -0.61, 5.12)  -0.27
O (2.10, -1.89, 4.48)  -0.09
H (0.16, 0.15, 3.71)  0.07
H (1.77, 0.61, 3.39)  0.05
H (0.95, 1.36, 4.76)  0.07
H (1.06, -0.85, 5.93)  0.10
H (2.66, -0.26, 5.62)  0.10
H (1.65, -1.84, 3.64)  0.03

no.,largest force on an atom (eV Å⁻¹),LUMO level (eV),total energy (hartree)
1,3.296,0.7,-1618.770025
2,2.026,0.4,-1550.256671
3,3.908,0.1,-1550.217385